(1)
Entry from the Open Molecules 2025 dataset: 15 unconnected molecules or ions with the total composition C46H92ClN3O16PS (ωB97M-V/def2-TZVPD).

ORCA input file:
```
! RIJCOSX wB97M-V def2-TZVPD def2/J DEFGRID3
* xyz 1 1
O 0.2514 -2.0081 -1.9263
P 0.5318 -2.4892 -3.4241
Cl -0.5173 -4.2081 -3.6034
N 2.1745 -3.2093 -2.9789
C 3.3063 -2.1890 -2.9168
C 3.0599 -1.0236 -1.9787
S 3.2698 -1.3866 -0.2002
C 3.3152 -3.1206 -0.1505
N 2.3374 -3.9424 0.1274
N 2.8565 -5.2242 0.0276
C 4.1043 -5.0819 -0.2983
O 4.4709 -3.7887 -0.4332
H -0.4868 -1.3764 -1.9884
H 2.3856 -3.8788 -3.7210
H 2.1011 -3.7570 -2.1087
H 3.5080 -1.8477 -3.9280
H 4.1866 -2.7440 -2.6059
H 2.0891 -0.5653 -2.1051
H 3.7897 -0.2554 -2.2181
H 4.8429 -5.8415 -0.4808
C 0.7073 2.7530 1.0175
C 1.1430 1.5684 0.2088
O 2.1788 1.5703 -0.4332
C 0.2631 0.3478 0.1946
H 1.4413 3.5454 0.9264
H -0.2605 3.1080 0.6564
H 0.6129 2.4806 2.0661
H -0.7214 0.5915 -0.2108
H 0.1452 -0.0644 1.1973
H 0.7501 -0.3820 -0.4403
C 7.8680 0.2141 -1.4515
C 7.0832 1.4852 -1.6838
O 6.9835 1.9764 -2.7837
C 6.4243 2.1009 -0.4750
H 8.2893 -0.1304 -2.3930
H 8.6772 0.3964 -0.7435
H 7.2166 -0.5603 -1.0402
H 7.1685 2.3562 0.2804
H 5.7125 1.3947 -0.0420
H 5.8925 3.0023 -0.7666
C 1.5657 -9.7199 2.9429
C 2.9500 -9.1277 2.9705
O 3.8466 -9.6170 3.6177
C 3.1747 -7.8733 2.1554
H 1.5356 -10.6084 3.5675
H 0.8332 -9.0038 3.3156
H 1.2937 -9.9918 1.9215
H 2.5189 -7.0742 2.5039
H 2.9672 -8.0677 1.1018
H 4.2108 -7.5568 2.2667
C 4.6435 -7.7300 5.9842
C 4.6000 -6.2314 6.1346
O 3.6503 -5.5813 5.7578
C 5.8006 -5.5733 6.7730
H 3.7282 -8.0743 5.5181
H 5.4875 -8.0218 5.3585
H 4.7471 -8.2065 6.9606
H 6.6976 -5.7822 6.1878
H 5.9462 -5.9596 7.7826
H 5.6456 -4.4981 6.8208
C -3.0620 -7.4684 4.3706
C -1.7909 -8.2031 4.7120
O -1.5307 -9.2869 4.2419
C -0.8474 -7.5130 5.6701
H -3.6513 -8.0617 3.6760
H -3.6463 -7.2876 5.2742
H -2.8142 -6.5136 3.9040
H -1.3452 -7.3366 6.6245
H -0.5308 -6.5524 5.2599
H 0.0275 -8.1377 5.8359
C -4.1220 -2.5037 -7.1136
C -2.6895 -2.9718 -7.0673
O -1.7763 -2.2118 -6.8255
C -2.4348 -4.4371 -7.3163
H -4.1664 -1.4363 -6.9100
H -4.5481 -2.6991 -8.0986
H -4.7142 -3.0351 -6.3671
H -2.7879 -4.7396 -8.3023
H -2.9558 -5.0303 -6.5625
H -1.3664 -4.6284 -7.2452
C -5.1698 0.8467 0.3328
C -3.9066 1.4119 -0.2609
O -2.8276 0.8874 -0.0670
C -4.0530 2.6504 -1.0982
H -4.9362 -0.0421 0.9147
H -5.6391 1.5885 0.9801
H -5.8693 0.5903 -0.4640
H -4.4837 3.4554 -0.5021
H -4.7147 2.4509 -1.9417
H -3.0776 2.9596 -1.4697
C -8.9326 3.9901 0.1352
C -8.4177 2.8502 -0.7068
O -7.3766 2.9333 -1.3202
C -9.2617 1.6010 -0.7496
H -8.2392 4.8258 0.0820
H -9.9096 4.3121 -0.2277
H -9.0343 3.6726 1.1741
H -10.2512 1.8314 -1.1464
H -9.3762 1.1912 0.2552
H -8.7855 0.8603 -1.3875
C -0.9955 -3.6145 0.7831
C -2.1577 -4.5760 0.7249
O -2.5207 -5.1788 1.7054
C -2.8363 -4.7586 -0.6130
H -0.6032 -3.5874 1.7966
H -0.2052 -3.9476 0.1121
H -1.3156 -2.6101 0.4969
H -2.1189 -5.1282 -1.3471
H -3.2400 -3.8055 -0.9614
H -3.6474 -5.4756 -0.5151
C 0.5109 6.2989 4.6786
C 1.2972 5.6494 3.5682
O 1.1562 4.4795 3.2871
C 2.2709 6.5314 2.8273
H -0.1529 5.5684 5.1353
H 1.1920 6.6891 5.4376
H -0.0843 7.1227 4.2800
H 3.0119 6.9329 3.5201
H 1.7433 7.3654 2.3621
H 2.7785 5.9583 2.0550
C -1.5372 0.7313 -5.7713
C -2.5237 1.8664 -5.6555
O -3.5520 1.7449 -5.0285
C -2.1755 3.1552 -6.3586
H -1.9151 -0.1300 -5.2284
H -1.4017 0.4503 -6.8149
H -0.5720 1.0299 -5.3555
H -2.0627 2.9787 -7.4291
H -1.2360 3.5521 -5.9702
H -2.9646 3.8870 -6.2009
C -4.2837 5.9932 -2.5712
C -4.8888 5.6726 -3.9207
O -4.9809 6.5142 -4.7832
C -5.3594 4.2570 -4.1243
H -3.9824 7.0376 -2.5457
H -5.0149 5.8100 -1.7819
H -3.4105 5.3627 -2.3928
H -6.1285 4.0090 -3.3917
H -4.5259 3.5664 -4.0142
H -5.7710 4.1506 -5.1255
C -0.0947 9.3684 6.9499
C 1.1885 9.8097 6.2856
O 2.2274 9.2194 6.4668
C 1.1075 11.0161 5.3816
H 0.1061 8.4960 7.5671
H -0.4930 10.1680 7.5755
H -0.8331 9.1110 6.1885
H 0.7623 11.8844 5.9445
H 0.4065 10.8281 4.5665
H 2.0903 11.2261 4.9674
C 5.8560 6.2534 -2.8422
C 4.6504 6.1271 -1.9422
O 4.4054 6.9425 -1.0851
C 3.7611 4.9259 -2.1627
H 6.4097 7.1521 -2.5826
H 6.5056 5.3840 -2.7253
H 5.5414 6.3139 -3.8850
H 4.3273 4.0062 -2.0131
H 3.3619 4.9328 -3.1781
H 2.9370 4.9519 -1.4536
*
```

Results
**Lowest unoccupied orbital energy**: -3.1 eV
**Kohn-Sham gap**: 7.52 eV
**Molecular weight**: 1041.74 g mol⁻¹
**F_max**: 0.97 eV/Å

Results of the Mulliken charge analysis, in e, for atoms 1 through 5: O 0.024; P 0.361; Cl -0.213; N -0.218; C -1.406

=====

(2)
Entry from the Open Molecules 2025 dataset: 9 unconnected molecules or ions with the total composition C46H94BrN14O2 (ωB97M-V/def2-TZVPD).

ORCA input file:
```
! RIJCOSX wB97M-V def2-TZVPD def2/J DEFGRID3
* xyz 7 1
C 17.7768 6.4400 31.2727
C 19.0809 7.1987 30.9156
N 19.0171 8.6306 31.0300
C 20.0231 9.5632 30.9181
C 19.5799 10.8509 31.2774
N 18.2061 10.7396 31.3740
C 17.8393 9.3990 31.1225
C 17.3348 11.7854 31.5971
H 17.3915 6.8711 32.1968
H 17.8982 5.3788 31.4900
H 16.9788 6.6458 30.5593
H 19.5416 6.8630 29.9866
H 19.8282 6.8532 31.6299
H 21.0522 9.3056 30.7158
H 20.0620 11.8039 31.4383
H 16.8334 9.0617 31.3243
H 17.4372 12.2277 32.5881
H 16.3238 11.3811 31.6466
H 17.2551 12.4723 30.7546
C 4.9314 6.2680 29.9001
C 5.3228 7.6061 29.1913
N 6.7580 7.5539 29.1629
C 7.4955 8.4271 28.3522
C 8.8164 8.2840 28.7298
N 8.9717 7.3343 29.7177
C 7.7252 6.8658 29.9797
C 10.3035 6.9322 30.2904
H 5.1772 5.3795 29.3185
H 3.8581 6.2179 30.0832
H 5.2740 6.1716 30.9304
H 4.9722 8.4512 29.7837
H 4.7870 7.6810 28.2450
H 6.9077 9.0334 27.6788
H 9.6627 8.8570 28.3808
H 7.5523 6.0672 30.6858
H 10.8454 6.2519 29.6334
H 10.1373 6.4153 31.2356
H 10.9189 7.8224 30.4205
C 25.9531 5.9360 35.8573
C 25.3287 6.5170 34.5067
N 24.3451 7.5080 34.8185
C 24.3642 8.8844 34.5428
C 23.2486 9.5149 35.0230
N 22.4878 8.5144 35.5829
C 23.1769 7.3165 35.5467
C 21.1369 8.6324 36.0791
H 25.3200 5.2207 36.3823
H 26.3226 6.6633 36.5802
H 26.7711 5.2563 35.6185
H 24.9474 5.7422 33.8415
H 26.0747 7.0699 33.9358
H 25.2178 9.3066 34.0334
H 23.0671 10.5762 34.9392
H 22.7873 6.4024 35.9697
H 21.1836 9.3742 36.8764
H 20.9734 7.6188 36.4453
H 20.4928 8.9946 35.2778
C 24.9803 5.4387 21.5427
C 24.3055 5.9642 22.8706
N 22.9288 5.7861 23.0148
C 21.8947 6.4591 22.3864
C 20.7144 5.9119 22.8111
N 21.0043 4.9324 23.7092
C 22.3680 4.7625 23.7154
C 20.0152 4.0378 24.3966
H 24.5896 4.4410 21.3423
H 26.0671 5.4288 21.6255
H 24.6839 6.1345 20.7578
H 24.5880 7.0094 22.9966
H 24.7633 5.5808 23.7824
H 22.1119 7.2899 21.7315
H 19.6573 6.0510 22.6390
H 22.9121 4.0764 24.3475
H 19.0557 4.2614 23.9303
H 19.9920 4.1892 25.4758
H 20.2396 2.9790 24.2681
C 20.1405 16.3873 29.7683
C 20.9437 16.2873 28.4052
N 20.8348 14.9700 27.7892
C 19.6829 14.3487 27.3462
C 19.9750 13.1756 26.6558
N 21.3858 12.9699 26.7562
C 21.8881 14.1159 27.3742
C 22.0919 11.7506 26.4364
H 20.2596 17.3960 30.1636
H 20.5014 15.7404 30.5680
H 19.0641 16.2458 29.6721
H 21.9790 16.6186 28.4866
H 20.4194 16.9704 27.7370
H 18.7293 14.8492 27.4269
H 19.2730 12.4886 26.2069
H 22.9235 14.2241 27.6619
H 22.4770 11.7216 25.4171
H 21.5505 10.8155 26.5796
H 22.9268 11.6526 27.1302
C 6.0639 17.3167 26.5501
C 6.1380 16.0184 27.4222
N 7.3973 15.3457 27.3151
C 7.9565 14.6466 26.2540
C 9.1275 14.0795 26.7418
N 9.3561 14.5381 27.9986
C 8.3345 15.4081 28.2787
C 10.4794 14.3095 28.9094
H 6.7720 18.0830 26.8657
H 5.0747 17.7191 26.7684
H 6.2857 17.1642 25.4939
H 5.4402 15.2645 27.0578
H 5.9762 16.3129 28.4592
H 7.5922 14.6466 25.2372
H 9.7401 13.3525 26.2294
H 8.1528 16.0105 29.1564
H 10.7801 15.1112 29.5840
H 11.3285 14.0808 28.2654
H 10.3082 13.4565 29.5661
C 13.2585 20.0542 33.6479
N 13.4352 18.9060 34.6823
C 14.7734 18.0790 34.3537
C 13.5102 19.4384 36.1186
C 12.1362 17.9763 34.5767
C 12.2834 16.5071 35.2348
O 12.8060 15.5965 34.2672
H 12.8994 19.6664 32.6946
H 14.2569 20.4808 33.5518
H 12.6135 20.8246 34.0706
H 14.4570 17.5584 33.4499
H 14.9294 17.3875 35.1817
H 15.5657 18.8237 34.2781
H 14.1603 20.3098 36.1980
H 13.7828 18.5687 36.7163
H 12.5470 19.5744 36.6104
H 12.0353 17.8949 33.4944
H 11.2435 18.5403 34.8472
H 11.3282 16.0936 35.5587
H 12.8849 16.5428 36.1431
H 12.8726 14.6960 34.5931
C 21.8030 -1.0992 29.3842
N 22.8641 -0.2853 30.0995
C 24.1507 -0.0388 29.2025
C 22.1847 1.0792 30.4158
C 23.3480 -0.9607 31.4438
C 24.3399 -0.1703 32.3255
O 25.6851 -0.5751 32.1631
H 22.2782 -2.0083 29.0155
H 21.2879 -0.5490 28.5968
H 21.1191 -1.3943 30.1800
H 24.4222 -0.9560 28.6799
H 24.9546 0.3395 29.8339
H 23.9194 0.7207 28.4556
H 22.9683 1.5880 30.9772
H 21.2111 0.9327 30.8834
H 22.1046 1.5947 29.4587
H 23.5528 -2.0019 31.1946
H 22.3579 -1.0341 31.8937
H 24.2682 -0.4768 33.3691
H 24.3268 0.9196 32.3295
H 26.1490 -0.5281 33.0022
Br 24.3580 6.1641 28.8104
*
```

Results
**Lowest unoccupied orbital energy**: -12.0 eV
**Kohn-Sham gap**: 3.95 eV
**Molecular weight**: 955.26 g mol⁻¹
**F_max**: 5.44 eV/Å

Results of the Mulliken charge analysis, in e, for atoms 1 through 5: C -1.291; C -0.322; N 0.311; C -0.790; C -0.427

=====

Let's list electronic energy in order: -119064.647 -144151.205 eV.